{
  "formula": "C36H47Br2N5O4Rb",
  "method": "ωB97M-V with the def2-TZVPD basis set",
  "elements": ["Rb", "C", "C", "C", "C", "C", "C", "C", "C", "C", "C", "C", "C", "C", "C", "C", "C", "C", "H", "H", "H", "H", "H", "H", "H", "H", "H", "H", "H", "H", "H", "H", "H", "H", "H", "H", "H", "H", "H", "H", "H", "H", "H", "H", "H", "H", "H", "N", "C", "C", "N", "H", "H", "H", "H", "H", "H", "H", "H", "Br", "C", "C", "C", "N", "C", "C", "C", "C", "C", "Br", "C", "C", "N", "H", "H", "H", "H", "H", "H", "O", "C", "O", "C", "C", "C", "C", "C", "C", "N", "O", "O", "H", "H", "H", "H"],
  "positions_angstrom": [[-0.0237, 0.3145, -0.4611], [-0.2717, 1.4740, 2.5021], [-1.5499, 1.6523, 1.9237], [-2.2098, 0.3782, 1.9907], [-1.2935, -0.5197, 2.5992], [-0.1102, 0.1528, 2.9361], [1.0371, -0.3357, 3.8064], [0.8497, -1.7966, 4.2231], [2.3999, -0.1528, 3.1224], [1.0654, 0.4984, 5.0984], [-3.6212, -0.0777, 1.6055], [-3.8979, 0.0255, 0.0958], [-4.7090, 0.7014, 2.3620], [-3.8340, -1.5513, 1.9847], [-2.0154, 3.0738, 1.5771], [-2.7050, 3.7052, 2.8005], [-2.9564, 3.1917, 0.3725], [-0.8074, 3.9641, 1.2322], [0.4651, 2.2543, 2.6330], [-1.5051, -1.5493, 2.8466], [0.7743, -2.4825, 3.3771], [-0.0691, -1.9085, 4.8027], [1.6892, -2.1258, 4.8426], [2.4914, -0.7640, 2.2242], [3.2231, -0.4217, 3.7921], [2.5327, 0.8847, 2.8100], [0.1085, 0.4180, 5.6179], [1.2332, 1.5524, 4.8731], [1.8614, 0.1565, 5.7694], [-3.9646, 1.0607, -0.2271], [-4.8472, -0.4592, -0.1601], [-3.1007, -0.4490, -0.4778], [-4.7017, 1.7601, 2.1154], [-4.5546, 0.6096, 3.4390], [-5.7030, 0.3094, 2.1188], [-3.1228, -2.2073, 1.4792], [-4.8441, -1.8605, 1.7011], [-3.7179, -1.7046, 3.0585], [-3.5883, 3.1411, 3.1005], [-3.0078, 4.7379, 2.5910], [-2.0153, 3.7097, 3.6463], [-3.9300, 2.7423, 0.5516], [-2.5138, 2.7348, -0.5168], [-3.1284, 4.2485, 0.1470], [-0.1440, 4.0964, 2.0856], [-1.1598, 4.9572, 0.9376], [-0.2204, 3.5508, 0.4087], [1.0418, -2.4903, 0.6021], [-0.0641, -3.4456, 0.6749], [-0.7430, -3.6053, -0.6772], [-1.5299, -2.4158, -0.9698], [1.9036, -2.9559, 0.3382], [1.1920, -2.0696, 1.5088], [-0.7977, -3.0312, 1.3685], [0.2398, -4.4268, 1.0627], [-1.3322, -4.5334, -0.6761], [0.0159, -3.7161, -1.4559], [-2.4249, -2.4452, -0.5015], [-1.6775, -2.2658, -1.9593], [-1.8164, 3.6107, -6.4300], [-1.6949, 2.2557, -5.1165], [-2.6123, 2.2117, -4.0841], [-2.4485, 1.2152, -3.1364], [-1.4882, 0.2953, -3.1826], [-0.6283, 0.3409, -4.2001], [-0.6797, 1.3262, -5.1829], [0.4499, -0.6914, -4.2282], [1.0991, -1.0114, -5.4164], [2.1532, -1.8993, -5.3599], [3.0834, -2.3501, -6.9448], [2.5356, -2.4545, -4.1555], [1.7925, -2.0998, -3.0393], [0.7700, -1.2569, -3.0671], [-3.4100, 2.9348, -3.9974], [-3.1186, 1.1618, -2.2869], [0.0826, 1.3970, -5.9429], [0.8003, -0.5769, -6.3582], [3.3734, -3.1319, -4.0783], [2.0453, -2.5031, -2.0646], [2.2679, 1.4411, -3.4833], [2.3848, 1.4157, -2.2437], [1.6918, 1.9799, -1.3685], [3.5437, 0.5586, -1.7099], [4.7593, 0.5857, -2.3911], [5.8497, -0.1369, -1.9427], [5.6979, -0.9193, -0.8080], [4.4969, -0.9934, -0.1234], [3.4223, -0.2435, -0.5766], [6.8399, -1.7038, -0.3269], [7.8752, -1.6538, -0.9676], [6.6476, -2.4944, 0.5793], [4.8219, 1.1847, -3.2899], [6.8013, -0.1097, -2.4522], [4.4181, -1.6228, 0.7517], [2.4820, -0.3509, -0.0490]],
  "forces_ev_per_angstrom": [[-0.80, -0.55, 0.48], [0.02, 0.09, 0.02], [-0.11, 0.02, 0.08], [0.05, 0.03, 0.01], [-0.07, 0.02, 0.11], [0.13, -0.03, -0.02], [-0.03, 0.05, 0.04], [-0.02, -0.02, 0.02], [-0.06, 0.03, -0.04], [-0.02, 0.01, 0.05], [-0.01, 0.02, 0.01], [-0.05, 0.04, -0.03], [0.01, 0.01, -0.01], [0.02, 0.00, 0.00], [0.01, 0.01, -0.02], [0.00, 0.01, -0.01], [-0.01, 0.06, 0.03], [-0.01, 0.00, 0.00], [0.01, -0.01, 0.00], [0.01, -0.02, 0.00], [0.02, 0.02, -0.05], [0.01, 0.01, 0.01], [-0.01, 0.00, 0.01], [0.01, -0.06, -0.04], [-0.01, 0.00, 0.02], [0.00, 0.00, 0.02], [0.00, 0.00, 0.00], [0.00, 0.00, -0.01], [0.00, 0.00, 0.01], [-0.01, -0.11, -0.02], [0.01, -0.02, 0.00], [0.03, -0.05, 0.00], [-0.01, 0.01, -0.01], [0.01, 0.00, 0.00], [0.00, 0.00, 0.00], [0.01, 0.00, 0.00], [0.00, 0.00, 0.00], [0.00, 0.01, 0.00], [0.03, 0.02, 0.00], [0.00, 0.00, 0.00], [0.00, 0.00, 0.00], [0.02, 0.04, 0.02], [0.00, -0.02, 0.00], [0.00, 0.01, 0.00], [0.01, 0.00, 0.01], [0.00, 0.00, -0.01], [0.01, 0.00, 0.00], [0.06, -0.11, -0.14], [0.02, 0.01, -0.01], [-0.01, 0.00, -0.02], [0.01, -0.02, -0.07], [-0.01, -0.01, 0.05], [-0.01, 0.10, 0.02], [-0.01, -0.05, 0.04], [0.02, 0.00, -0.02], [-0.02, 0.01, 0.00], [0.01, 0.00, 0.02], [-0.04, -0.01, -0.04], [0.02, 0.04, 0.00], [0.00, 0.00, 0.00], [0.00, -0.02, 0.02], [-0.02, 0.05, 0.04], [0.07, -0.03, -0.01], [-0.12, -0.02, -0.16], [0.09, 0.03, 0.07], [0.03, 0.01, 0.00], [0.05, 0.00, 0.01], [-0.01, 0.00, -0.02], [-0.02, 0.01, 0.01], [0.00, 0.00, -0.01], [0.01, 0.00, 0.03], [0.00, -0.01, 0.00], [0.00, 0.05, 0.06], [0.01, 0.01, -0.01], [-0.05, -0.03, -0.01], [0.00, -0.01, 0.00], [0.00, 0.00, 0.00], [0.00, 0.00, -0.01], [0.00, -0.01, -0.01], [0.00, 0.04, 0.00], [0.14, 0.03, -0.06], [0.37, 0.23, -0.29], [0.01, 0.07, -0.07], [-0.02, -0.03, 0.00], [0.00, 0.03, 0.05], [0.04, 0.29, 0.16], [-0.02, 0.01, -0.02], [0.07, -0.17, -0.01], [-0.33, -1.02, -0.83], [0.17, 0.36, 0.27], [0.11, 0.33, 0.34], [0.01, -0.01, 0.00], [0.00, 0.00, 0.00], [0.00, 0.00, 0.00], [0.18, 0.25, -0.04]],
  "total_charge": -1,
  "gap_ev": 5.55,
  "fmax_ha_per_bohr": 0.02636,
  "energy_ha": -7146.8955
}


{
  "formula": "C4H6NO3",
  "method": "ωB97M-V with the def2-TZVPD basis set",
  "elements": ["O", "C", "O", "C", "C", "C", "N", "O", "H", "H", "H", "H", "H", "H"],
  "positions_angstrom": [[0.6319, -1.2777, -1.4420], [0.3676, -0.0307, -1.6220], [1.0260, 0.8250, -2.2635], [-0.8740, 0.4660, -0.9249], [-1.1081, -0.1335, 0.5437], [0.1624, -0.0333, 1.3653], [1.4584, -0.3514, 0.9197], [0.1622, 0.2636, 2.5566], [-0.7176, 1.5408, -0.7230], [-1.7971, -0.0594, -1.5323], [-1.3614, -1.2376, 0.5570], [-1.8649, 0.4536, 1.0626], [1.7456, -0.5042, 0.0565], [2.1689, 0.0787, 1.4465]],
  "forces_ev_per_angstrom": [[-0.36, 1.56, -0.72], [1.17, -1.49, -0.38], [-0.36, -0.61, 0.32], [-2.32, -2.09, 1.10], [1.44, -0.80, -1.26], [2.43, -0.44, 1.14], [-2.78, 0.89, 3.59], [-1.28, 0.53, 0.21], [-1.05, -0.21, -0.97], [1.92, 2.37, 1.09], [0.11, 1.26, -0.31], [0.00, -0.21, 0.07], [0.64, -1.19, -5.10], [0.43, 0.43, 1.22]],
  "total_charge": -1,
  "gap_ev": 8.51,
  "fmax_ha_per_bohr": 0.10263,
  "energy_ha": -436.5547
}


{
  "formula": "C7H4N2S2",
  "method": "ωB97M-V with the def2-TZVPD basis set",
  "elements": ["C", "C", "C", "C", "C", "C", "C", "N", "N", "S", "S", "H", "H", "H", "H"],
  "positions_angstrom": [[2.1400, 0.4740, 0.0018], [1.8123, -0.9003, -0.0350], [1.1814, 1.4341, 0.0415], [0.5020, -1.3145, -0.0217], [-0.2116, 1.0678, 0.0316], [-0.5049, -0.3591, 0.0102], [-2.6596, 0.4393, -0.0030], [-1.1860, 1.8918, 0.0305], [-1.8470, -0.6242, 0.0092], [-2.4885, -2.1748, 0.0240], [-4.1834, 0.8169, -0.0497], [3.1819, 0.7559, 0.0003], [2.6045, -1.6299, -0.0741], [1.4173, 2.4858, 0.0735], [0.2417, -2.3629, -0.0392]],
  "forces_ev_per_angstrom": [[-0.04, 1.41, 0.06], [-1.27, -0.68, 0.00], [0.98, -0.11, -0.04], [1.01, -0.80, -0.02], [-0.71, 0.16, -0.02], [-1.79, 0.31, -0.01], [0.98, 3.68, 0.01], [-1.90, -1.96, -0.02], [2.19, -0.83, 0.01], [-0.46, -0.95, -0.01], [0.86, -0.26, 0.04], [0.08, 0.08, 0.00], [0.06, -0.14, 0.01], [0.08, 0.09, -0.01], [-0.08, 0.00, -0.01]],
  "gap_ev": 4.79,
  "fmax_ha_per_bohr": 0.07407,
  "energy_ha": -1174.8732
}


{
  "formula": "C3H11N2OS",
  "method": "ωB97M-V with the def2-TZVPD basis set",
  "elements": ["C", "C", "S", "N", "C", "N", "H", "H", "H", "H", "H", "H", "H", "H", "H", "H", "H", "O"],
  "positions_angstrom": [[-0.3808, 0.1525, 0.8537], [-0.5599, -0.3388, -0.7263], [-2.3435, 0.1674, -1.1277], [3.3315, -0.3015, 1.3109], [3.1183, -0.4643, 0.0392], [3.7487, 0.4608, -0.9190], [-0.8054, -0.6001, 1.5551], [-0.9720, 1.0529, 1.0318], [0.2014, 0.1028, -1.4122], [-0.5543, -1.4341, -0.8152], [0.6571, 0.1529, 1.1925], [2.7334, -1.4438, -0.2236], [2.4442, 0.3107, 0.8677], [4.5574, -0.0668, -1.4487], [4.2200, 1.0633, -0.2453], [-3.3102, 0.1034, 0.5364], [-4.6083, -0.0831, 1.3646], [-3.7119, 0.1190, 1.4872]],
  "forces_ev_per_angstrom": [[-0.23, -1.97, -1.37], [-1.30, 0.98, 2.11], [1.27, -0.19, -1.06], [-1.35, 0.77, -0.63], [3.53, -0.68, 0.30], [1.00, -2.24, -0.52], [-0.16, 0.23, -0.76], [0.58, 0.12, -0.21], [-0.62, -0.12, 0.55], [0.40, 0.31, 0.22], [0.10, 0.67, -0.08], [-0.54, 0.08, -1.42], [-0.32, 0.65, 1.38], [-2.34, 1.15, 1.13], [0.15, 0.25, -0.30], [-0.05, 0.01, 0.98], [-1.93, -0.46, -0.25], [1.82, 0.41, -0.06]],
  "total_charge": -1,
  "gap_ev": 5.88,
  "fmax_ha_per_bohr": 0.07012,
  "energy_ha": -703.7160
}